[1]
{
  "formula": "C14H32Cs2N4O12S2",
  "method": "ωB97M-V with the def2-TZVPD basis set",
  "elements": ["Cs", "Cs", "S", "O", "O", "O", "O", "C", "C", "O", "N", "C", "H", "H", "H", "H", "H", "H", "H", "C", "C", "O", "N", "C", "H", "H", "H", "H", "H", "H", "H", "C", "C", "O", "N", "C", "H", "H", "H", "H", "H", "H", "H", "C", "C", "O", "N", "C", "H", "H", "H", "H", "H", "H", "H", "C", "C", "O", "S", "O", "O", "O", "H", "H", "H", "H"],
  "positions_angstrom": [[19.45663, 12.54507, 21.51996], [19.66039, 8.70891, 20.12100], [19.65837, 11.70991, 17.87151], [18.97069, 11.61595, 16.56761], [20.54611, 12.85300, 17.78217], [18.63879, 11.87053, 18.93968], [20.44783, 10.44689, 18.14624], [18.28534, 10.71025, 12.89729], [18.53617, 9.37220, 13.56556], [18.52888, 8.33305, 12.90714], [18.74317, 9.37368, 14.89522], [19.03799, 8.22501, 15.69033], [18.05494, 11.40869, 13.70569], [17.50038, 10.67175, 12.15001], [19.18887, 11.01824, 12.37113], [18.79805, 10.26678, 15.38933], [18.24617, 7.98178, 16.40295], [19.99814, 8.38469, 16.19576], [19.25598, 7.36558, 15.05375], [15.55142, 12.41505, 24.25395], [15.12771, 12.72237, 22.83542], [14.21087, 13.49967, 22.62097], [15.77754, 12.09179, 21.84166], [15.63182, 12.37721, 20.42317], [16.34214, 13.06237, 24.63036], [15.95462, 11.39814, 24.32957], [14.65708, 12.46994, 24.86681], [16.44414, 11.38613, 22.10385], [14.63851, 12.80637, 20.29078], [15.70443, 11.45652, 19.85392], [16.31317, 13.14241, 20.04684], [15.70275, 12.03702, 16.90540], [15.90401, 13.54059, 16.88030], [15.06798, 14.24580, 16.31028], [17.09449, 13.99248, 17.32851], [17.57062, 15.35153, 17.38659], [16.12100, 11.69566, 15.95971], [14.64196, 11.84123, 17.01582], [16.30113, 11.60201, 17.70618], [17.68032, 13.25968, 17.70679], [16.87211, 16.04558, 17.85165], [17.73214, 15.64264, 16.33966], [18.55895, 15.42579, 17.83461], [23.47086, 16.35836, 20.05848], [22.33171, 15.40238, 19.79145], [21.58762, 14.96693, 20.68135], [22.18519, 14.97488, 18.53250], [22.77334, 15.51265, 17.31263], [24.40466, 15.80021, 19.99146], [23.45174, 16.78350, 21.06232], [23.44036, 17.22978, 19.40782], [21.65278, 14.12448, 18.36001], [22.00078, 15.88166, 16.63834], [23.22478, 14.67657, 16.76826], [23.57979, 16.20037, 17.53727], [23.26067, 10.98113, 17.65003], [22.75213, 10.56140, 16.24607], [23.90212, 10.59052, 15.43495], [24.97216, 11.71721, 15.93832], [24.75073, 12.93381, 15.23841], [26.27334, 11.12860, 16.02491], [24.32796, 11.87440, 17.42923], [23.52207, 10.01987, 18.10463], [22.45233, 11.38650, 18.24428], [21.94578, 11.19989, 15.86959], [22.19801, 9.62578, 16.33329]],
  "mulliken_charge": [1.10, 1.05, 0.94, -0.89, -1.20, -0.94, -0.75, -0.81, 0.86, -0.73, 0.12, -0.78, 0.11, 0.33, 0.23, 0.28, 0.20, 0.13, 0.39, -1.03, 0.73, -0.61, -0.19, -0.83, 0.24, 0.31, 0.30, 0.23, 0.35, 0.31, 0.24, -0.31, 0.59, -0.72, 0.46, -1.05, 0.06, 0.35, -0.12, -0.34, 0.32, 0.33, 0.29, -1.33, 0.89, -0.65, 0.14, -0.80, 0.30, 0.32, 0.40, 0.38, 0.22, 0.13, 0.43, 0.07, -0.10, -0.39, 1.07, -0.53, -0.56, -0.35, 0.25, 0.19, 0.25, 0.12],
  "e_above_lowest_kj_mol": 9.1,
  "homo_lumo_gap_ev": 6.6,
  "total_energy_ha": -2511.30470
}

***

[2]
{
  "formula": "C14H32FO3P2",
  "method": "ωB97M-V with the def2-TZVPD basis set",
  "elements": ["C", "C", "C", "P", "C", "C", "F", "P", "C", "O", "H", "H", "H", "H", "H", "H", "H", "H", "H", "H", "H", "H", "C", "C", "O", "C", "C", "H", "H", "H", "H", "H", "H", "H", "H", "H", "H", "C", "C", "O", "C", "C", "H", "H", "H", "H", "H", "H", "H", "H", "H", "H"],
  "positions_angstrom": [[-0.06189, -2.96173, 3.47505], [0.18955, -2.77741, 2.28737], [0.59741, -2.89041, 0.76626], [2.45652, -2.95760, 0.51039], [3.41747, -1.88668, 1.72961], [4.96712, -1.88876, 1.30968], [5.19932, -2.66894, 0.13008], [3.11385, -5.04712, 0.85886], [2.87206, -5.37424, 2.72269], [2.09579, -6.05745, -0.04947], [-0.17792, -3.39352, 4.51047], [0.17504, -3.86954, 0.35042], [0.07087, -2.06970, 0.17477], [2.82027, -2.64033, -0.84640], [3.36937, -2.43518, 2.73009], [3.01254, -0.83224, 1.82433], [5.63583, -2.31633, 2.12533], [5.27326, -0.81385, 1.09339], [3.80657, -5.09986, 3.31612], [2.04523, -4.69097, 3.11139], [2.56039, -6.45333, 2.86779], [2.63893, -6.51213, -0.73111], [-2.95114, 1.26428, -2.15935], [-2.31959, -0.04506, -2.59766], [-1.78878, -0.81131, -1.52296], [-2.71069, -1.21892, -0.52165], [-3.83338, -2.09696, -1.04688], [-2.23474, 1.86632, -1.59451], [-3.28149, 1.83688, -3.02846], [-3.81906, 1.10109, -1.51741], [-1.48153, 0.17425, -3.26357], [-3.02538, -0.64665, -3.17902], [-3.10630, -0.34724, 0.00750], [-2.13496, -1.79080, 0.21283], [-4.46341, -1.56304, -1.76078], [-4.46968, -2.43291, -0.22527], [-3.42822, -2.97317, -1.55962], [-0.18889, 5.21340, 1.05197], [-0.48326, 4.38071, -0.18405], [-1.68075, 4.74952, -0.84763], [-1.74947, 6.08213, -1.33620], [-0.67521, 6.41220, -2.35857], [-1.02790, 5.17126, 1.75109], [0.70702, 4.84281, 1.55600], [-0.02209, 6.26309, 0.80368], [-0.60630, 3.33660, 0.11680], [0.36008, 4.40313, -0.88284], [-1.73406, 6.79220, -0.50406], [-2.72793, 6.18548, -1.81192], [0.32613, 6.35769, -1.92546], [-0.81703, 7.42324, -2.74618], [-0.70963, 5.70710, -3.19295]],
  "mulliken_charge": [-0.01, -0.51, -0.11, 0.10, -0.57, -0.27, -0.28, 0.31, -0.67, -0.51, 0.36, 0.37, 0.15, 0.23, 0.33, 0.47, 0.27, 0.27, 0.31, 0.05, 0.34, 0.38, -0.96, -0.38, -0.39, 0.02, -1.20, 0.21, 0.42, 0.26, 0.31, 0.32, 0.26, 0.12, 0.29, 0.41, 0.30, -1.14, -0.21, -0.40, -0.33, -1.04, 0.32, 0.38, 0.28, 0.23, 0.33, 0.31, 0.32, 0.26, 0.40, 0.28],
  "total_charge": 1,
  "e_above_lowest_kj_mol": 171.1,
  "homo_lumo_gap_ev": 8.1,
  "total_energy_ha": -1560.51792
}

***

[3]
{
  "formula": "C14H32MoNO2P2Si",
  "method": "ωB97M-V with the def2-TZVPD basis set",
  "elements": ["Mo", "P", "C", "C", "N", "C", "C", "C", "C", "C", "P", "H", "H", "H", "H", "H", "H", "H", "H", "O", "H", "H", "O", "H", "C", "H", "H", "H", "C", "H", "H", "H", "C", "H", "H", "H", "C", "H", "H", "H", "C", "Si", "C", "C", "H", "H", "H", "H", "H", "H", "H", "H", "H"],
  "positions_angstrom": [[0.08979, -0.11019, 0.22570], [-1.99146, -1.15671, -0.19974], [-2.90201, 0.39543, -0.49557], [-2.38947, 1.59283, 0.07364], [-1.07076, 1.65526, 0.52942], [-0.63221, 2.62002, 1.35625], [-1.51486, 3.65989, 1.70007], [-2.81451, 3.72633, 1.15583], [-3.19991, 2.75011, 0.25095], [0.80962, 2.49316, 1.84229], [1.90801, 1.28798, 0.93863], [-4.14745, 2.77408, -0.30640], [-1.17476, 4.43139, 2.37980], [-3.52918, 4.51668, 1.43172], [1.29870, 3.47850, 1.81582], [0.82968, 2.16163, 2.89404], [-2.35995, 1.08829, -3.14375], [-3.64383, 0.47361, -1.31068], [1.20279, 0.43502, -3.44577], [-1.92525, 1.39034, -3.94781], [-1.71384, 0.54698, -4.42767], [1.24613, -0.94512, -0.76731], [1.88867, 0.30913, -4.10815], [2.57748, 0.68086, -3.53266], [2.64305, 2.37224, -0.37078], [3.08278, 3.27751, 0.08578], [3.41411, 1.82203, -0.93982], [1.82971, 2.64222, -1.06556], [3.35958, 0.91044, 2.01064], [4.06302, 0.23237, 1.49478], [3.91554, 1.81870, 2.31057], [3.01887, 0.39891, 2.92653], [-2.79405, -1.32759, 1.43502], [-3.86804, -1.44155, 1.23541], [-2.38168, -2.15492, 2.01502], [-2.65370, -0.37716, 1.96508], [-2.71595, -2.39583, -1.34174], [-2.40219, -3.40727, -1.02724], [-3.81842, -2.31767, -1.33340], [-2.35863, -2.20839, -2.36972], [0.73712, -3.52048, -1.22867], [1.24618, -2.23620, 0.07365], [0.84892, -2.93293, 1.79718], [3.14185, -2.18769, -0.10962], [-0.18988, -4.04873, -0.98081], [1.55226, -4.25365, -1.32160], [0.60724, -3.02883, -2.20360], [1.30922, -3.92577, 1.90699], [1.24392, -2.31054, 2.60900], [-0.22289, -3.05648, 1.98959], [3.45834, -3.22576, -0.27801], [3.45036, -1.58013, -0.97354], [3.64190, -1.79240, 0.78024]],
  "mulliken_charge": [-0.37, 0.85, -0.96, 0.62, -0.12, 0.62, -0.54, -0.58, -0.64, -1.14, 0.89, 0.50, 0.54, 0.49, 0.60, 0.46, 0.28, 0.69, 0.22, -0.61, 0.34, 0.30, -0.54, 0.34, -1.30, 0.44, 0.37, 0.40, -1.19, 0.38, 0.43, 0.41, -1.22, 0.43, 0.41, 0.46, -1.24, 0.38, 0.47, 0.43, -1.17, 0.82, -0.95, -1.21, 0.32, 0.40, 0.36, 0.41, 0.36, 0.31, 0.41, 0.40, 0.25],
  "spin_multiplicity": 3,
  "total_charge": 3,
  "s_squared": 2.424,
  "homo_lumo_gap_ev": [5.6, 5.2],
  "total_energy_ha": -1797.07022
}

***

[4]
{
  "formula": "C14H32NO3P2RhSi",
  "method": "ωB97M-V with the def2-TZVPD basis set",
  "elements": ["Rh", "P", "C", "C", "N", "C", "C", "C", "C", "C", "P", "H", "H", "H", "H", "H", "H", "H", "H", "O", "H", "H", "O", "H", "C", "H", "H", "H", "C", "H", "H", "H", "C", "H", "H", "H", "C", "H", "H", "H", "C", "Si", "C", "C", "O", "H", "H", "H", "H", "H", "H", "H", "H", "H"],
  "positions_angstrom": [[0.06920, 0.19590, 0.11739], [-2.13610, 0.24133, -0.51259], [-2.03411, 0.40893, -2.30457], [-0.81315, 1.18868, -2.68847], [0.22309, 0.94742, -1.87311], [1.45047, 1.37889, -2.27623], [1.61781, 2.13293, -3.46769], [0.49854, 2.39527, -4.26113], [-0.74379, 1.89872, -3.88836], [2.66671, 0.98056, -1.48442], [2.09822, -0.45858, -0.45527], [-1.65725, 2.05257, -4.44410], [2.60728, 2.45798, -3.75736], [0.58462, 2.93714, -5.20383], [3.52675, 0.68146, -2.11698], [2.97444, 1.79076, -0.79014], [-1.97569, -0.55849, -2.83111], [-3.01371, 0.84092, -2.73689], [-1.14898, -2.21000, -2.83995], [-1.46776, -1.80872, -3.62407], [-2.30211, -2.07672, -3.99986], [0.26554, -1.79639, -1.09098], [-0.32872, -2.55753, -1.45966], [-0.16103, -3.53344, -1.59889], [2.73934, -1.91141, -1.40765], [3.74628, -1.67551, -1.81112], [2.76813, -2.77084, -0.71381], [2.00373, -2.09115, -2.21034], [3.18861, -0.41337, 1.09774], [3.02512, -1.40127, 1.60100], [4.25814, -0.27461, 0.78244], [2.81143, 0.43575, 1.72910], [-2.83780, 1.57450, 0.48966], [-3.90141, 1.71889, 0.25873], [-2.72231, 1.30295, 1.55447], [-2.28486, 2.50802, 0.31919], [-3.06763, -1.27740, -0.18789], [-3.19098, -1.35912, 0.90576], [-4.04510, -1.17350, -0.68909], [-2.47643, -2.12264, -0.58290], [-1.56918, 0.94109, 4.48956], [-0.09226, 0.17344, 3.58322], [1.47329, 0.93105, 4.32477], [-0.04278, -1.64566, 4.04705], [-0.24633, 0.50768, 2.03216], [-1.46692, 0.88310, 5.58225], [-2.50966, 0.43902, 4.22482], [-1.68844, 2.00210, 4.22861], [1.45617, 0.89316, 5.42240], [2.38971, 0.41903, 4.00805], [1.58194, 1.98662, 4.04577], [-0.91243, -2.19195, 3.66618], [0.84743, -2.15401, 3.66095], [-0.03511, -1.78356, 5.13719]],
  "mulliken_charge": [0.05, 1.09, -0.47, 0.63, 0.24, 0.51, -1.00, -0.48, -0.97, -1.08, 1.11, 0.54, 0.53, 0.44, 0.59, 0.44, -0.24, 0.64, 0.45, -0.69, 0.32, 0.23, -0.63, 0.26, -1.38, 0.44, 0.40, 0.50, -1.08, 0.39, 0.46, 0.22, -0.96, 0.44, 0.20, 0.33, -1.17, 0.39, 0.45, 0.30, -1.10, 0.10, -1.06, -1.00, -0.52, 0.38, 0.33, 0.34, 0.37, 0.35, 0.36, 0.32, 0.32, 0.38],
  "spin_multiplicity": 5,
  "total_charge": 2,
  "s_squared": 6.015,
  "homo_lumo_gap_ev": [8.0, 5.4],
  "total_energy_ha": -1915.24882
}